[1]
This record from OMol25 describes a 2-piece molecular cluster, C3H12NO2 overall. The level of theory is ωB97M-V/def2-TZVPD.

Values from the calculation:
HOMO-LUMO gap (eV): 11.34
HOMO energy (eV): -14.7
Relative energy (zero: lowest compared OMol25 entry of this formula, charge and spin) (eV): 0.638
Charge: +1

Atoms and positions in Å:
C1 0.45580 0.71334 -0.40536
C2 0.62871 -0.29921 -1.52045
C3 -0.58942 -1.15114 -1.78240
O1 -0.67325 -2.23138 -0.80639
N1 -0.19833 0.07400 0.81426
H1 -0.10786 1.58141 -0.70842
H2 1.40802 1.08664 -0.03040
H3 1.02329 0.22638 -2.37775
H4 1.38053 -1.03057 -1.21374
H5 -1.57990 -0.69444 -1.82852
H6 -0.44914 -1.65680 -2.71051
H7 -1.49910 -2.13939 -0.33881
H8 -0.06230 -0.93797 0.77915
H9 -1.19264 0.28152 0.87641
H10 0.20031 0.56374 1.62114
H11 -0.25118 2.25295 3.35536
H12 1.09816 1.56724 3.45866
O2 0.40829 1.79368 2.81775

natural (NBO) atomic charge list, values in e, 6 entries: -0.21 -0.46 -0.09 -0.73 -0.71 0.23

***

[2]
This record from OMol25 describes C32H25AgCl2N3O6P as an isolated structure. The level of theory is ωB97M-V/def2-TZVPD.

Values from the calculation:
HOMO-LUMO gap (eV): 6.10
HOMO energy (eV): -2.1
Charge: -2

Atoms and positions in Å:
Ag1 -0.68811 0.84444 -0.38773
O1 1.67178 -0.31231 3.28513
C1 1.33672 0.22830 2.21503
O2 0.21886 0.26248 1.65283
C2 2.41344 0.92192 1.40482
P1 3.20120 -0.15555 0.13212
C3 2.18523 0.15968 -1.36801
C4 1.65402 1.41734 -1.65229
C5 1.04111 1.67562 -2.87200
C6 0.96090 0.68520 -3.83886
C7 1.48939 -0.57229 -3.57239
C8 2.09749 -0.82820 -2.35276
C9 2.60253 -1.84067 0.56040
C10 3.49729 -2.74456 1.12504
C11 3.08255 -4.01767 1.50141
C12 1.75938 -4.39709 1.31754
C13 0.85434 -3.50129 0.75950
C14 1.27435 -2.23541 0.37977
H1 3.19716 1.24828 2.08485
H2 2.00221 1.79722 0.90130
H3 1.70289 2.21329 -0.92342
H4 0.60181 2.64969 -3.04678
H5 0.46489 0.88241 -4.78222
H6 1.40556 -1.36390 -4.30804
H7 2.50859 -1.81276 -2.15811
H8 4.52719 -2.44156 1.27762
H9 3.79117 -4.70855 1.94321
H10 1.43124 -5.38732 1.61140
H11 -0.18810 -3.77809 0.63523
H12 0.55552 -1.53972 -0.03955
C15 3.93084 -5.06034 -5.45150
O3 2.88924 -5.81171 -6.04007
C16 1.70114 -5.85291 -5.35357
C17 0.63739 -6.46740 -5.99502
C18 -0.60034 -6.54800 -5.37298
C19 -0.81374 -5.99859 -4.11505
C20 0.26981 -5.40360 -3.47230
C21 1.51744 -5.33356 -4.07395
N1 -2.06260 -6.25858 -3.45086
N2 -2.59572 -5.39402 -2.70942
C22 -2.22206 -4.05412 -2.72260
C23 -1.75225 -3.36816 -3.84990
C24 -1.42562 -2.03454 -3.83564
C25 -1.46152 -1.25685 -2.63175
O4 -1.12324 -0.06335 -2.58200
C26 -1.95416 -1.97941 -1.42895
N3 -1.94876 -1.28916 -0.27127
C27 -2.39723 -1.84760 0.82648
C28 -2.90923 -3.15657 0.83862
C29 -2.89071 -3.89096 -0.31573
C30 -2.39061 -3.31569 -1.50611
H13 4.74916 -5.05437 -6.16755
H14 4.27689 -5.51061 -4.51725
H15 3.61986 -4.03203 -5.25112
H16 0.79167 -6.87955 -6.98514
H17 -1.43140 -7.02978 -5.87570
H18 0.13854 -4.98319 -2.48290
H19 2.32667 -4.86414 -3.53274
H20 -1.69196 -3.90875 -4.78668
H21 -1.12716 -1.52645 -4.74490
H22 -2.31989 -1.25666 1.73280
H23 -3.28953 -3.57727 1.76132
H24 -3.24749 -4.91254 -0.34128
Cl1 -3.38629 5.11115 -2.03747
C31 -1.80623 4.97641 -1.21588
Cl2 -1.75632 6.08257 0.19978
C32 -1.46080 3.52928 -0.76583
O5 -0.23940 3.27798 -0.89089
O6 -2.37729 2.81937 -0.33995
H25 -1.05757 5.33364 -1.90828

natural (NBO) atomic charge list, values in e, 6 entries: 0.91 -0.75 0.78 -0.84 -0.82 0.79

***

[3]
This record from OMol25 describes C3BrF3I2O as an isolated structure. The level of theory is ωB97M-V/def2-TZVPD.

Values from the calculation:
HOMO-LUMO gap (eV): 8.49
HOMO energy (eV): -9.6
Relative energy (zero: lowest compared OMol25 entry of this formula, charge and spin) (eV): 0.269
Charge: 0

Atoms and positions in Å:
C1 -0.51074 0.60252 0.04297
C2 0.19043 0.30093 1.34334
C3 -0.01695 -0.46015 -1.16520
O1 -1.37759 1.33683 -0.18414
F1 0.70859 -0.86215 1.47884
F2 -0.78381 0.47932 2.24822
F3 1.14174 1.17896 1.63952
Br1 1.97806 -0.12676 -1.53803
I1 -0.44262 -2.59579 -0.87174
I2 -0.88712 0.14629 -2.99378

natural (NBO) atomic charge list, values in e, 6 entries: 0.48 0.88 -0.62 -0.41 -0.27 -0.31

***

[4]
This record from OMol25 describes a 2-piece molecular cluster, C9H19N2O3 overall. The level of theory is ωB97M-V/def2-TZVPD.

Values from the calculation:
HOMO-LUMO gap (eV): 6.97
HOMO energy (eV): -11.1
Relative energy (zero: lowest compared OMol25 entry of this formula, charge and spin) (eV): 3.237
Charge: +1

Atoms and positions in Å:
C1 -0.16111 -0.46391 -2.03868
C2 1.01242 3.30096 0.61818
C3 -2.96865 -0.99698 -0.30822
C4 0.77099 0.92512 1.51884
C5 -0.86119 -0.91560 1.02081
C6 1.46901 -1.24529 0.61171
C7 1.19087 1.81813 0.30009
C8 -1.91156 -0.03919 0.24067
C9 0.83891 -2.73444 -2.06067
N1 0.38591 -1.53183 -2.12440
N2 0.54350 -0.42438 1.02166
O1 2.50208 1.44186 -0.00094
O2 -2.33903 0.96098 1.19841
O3 2.20784 -2.93011 -2.05014
H1 -0.50807 0.20702 -2.96838
H2 0.76678 3.84359 -0.25073
H3 0.16318 3.36822 1.37645
H4 1.82580 3.72614 1.18637
H5 -3.60313 -1.10012 0.56128
H6 -3.57074 -0.60616 -1.12720
H7 -2.56019 -1.92387 -0.57121
H8 1.63179 1.01380 2.17901
H9 -0.20718 1.19863 2.04039
H10 -1.26484 -0.99882 1.97267
H11 -0.94932 -1.90929 0.54521
H12 2.55658 -0.84618 0.66144
H13 1.25949 -2.28450 0.50429
H14 0.62236 1.52830 -0.55807
H15 -1.55267 0.39363 -0.70103
H16 0.27163 -3.62309 -2.00191
H17 3.10836 2.22616 0.16957
H18 -3.37578 0.81835 1.27373
H19 2.70598 -2.19713 -2.23920

natural (NBO) atomic charge list, values in e, 6 entries: -0.06 -0.65 -0.63 -0.27 -0.25 0.10

***

[5]
This record from OMol25 describes C16H18B2N6O2Zn as an isolated structure. The level of theory is ωB97M-V/def2-TZVPD.

Values from the calculation:
HOMO-LUMO gap (eV): 8.20
HOMO energy (eV): -8.0
Charge: 0

Atoms and positions in Å:
H1 0.34999 1.79153 0.09252
N1 0.16093 0.69559 -1.69756
B1 -0.05868 -0.03168 -4.12265
N2 0.24374 1.04805 -3.02990
C1 0.57804 2.34640 -3.13730
Zn1 -0.04246 -1.36978 -0.95872
H2 0.71526 2.78017 -4.12266
C2 0.68756 2.86862 -1.85695
H3 0.94035 3.86945 -1.58788
C3 0.40024 1.80565 -0.97921
H4 0.14142 0.38702 -5.22790
C4 -1.11056 -0.69558 1.04033
H5 -1.74753 0.15831 0.85278
H6 -0.27069 -0.59325 1.71881
H7 -1.63300 -1.66909 1.09794
N3 -1.58834 -0.38502 -3.92776
N4 0.92586 -1.23097 -3.78902
N5 -1.99656 -0.90260 -2.72122
N6 0.93685 -1.82414 -2.52578
C5 -2.66912 -0.13041 -4.69216
C6 1.96624 -1.72331 -4.49017
H8 -2.52180 0.26510 -5.67771
H9 2.12700 -1.36233 -5.50791
C7 -3.79958 -0.46901 -3.95846
C8 2.65332 -2.63626 -3.68368
C9 -3.32436 -0.93681 -2.71939
C10 1.98095 -2.66466 -2.46062
H10 -4.81265 -0.39383 -4.25304
H11 3.53016 -3.19902 -3.93591
H12 -3.85617 -1.27478 -1.85016
H13 2.17060 -3.21288 -1.54648
H14 -1.36662 1.31113 2.62452
O1 0.34544 0.15467 3.57485
B2 -0.49923 1.28865 3.43461
O2 -0.31350 2.20122 4.49238
C11 0.50055 1.53743 5.37207
C12 0.59995 1.77974 6.72336
C13 1.07845 0.73329 7.52434
C14 1.45353 -0.49544 6.98489
C15 1.37001 -0.74247 5.60347
C16 0.89180 0.28438 4.82015
H15 0.26657 2.73733 7.11896
H16 1.15353 0.89496 8.59864
H17 1.81756 -1.29202 7.63316
H18 1.62493 -1.70335 5.15243

natural (NBO) atomic charge list, values in e, 6 entries: 0.22 -0.43 0.57 -0.34 0.00 1.38

***

[6]
This record from OMol25 describes the molecule C4H7NO2. The level of theory is ωB97M-V/def2-TZVPD.

Values from the calculation:
SMILES string: O[C@@H]1CN=COC1
HOMO-LUMO gap (eV): 10.73
HOMO energy (eV): -9.9
Relative energy (zero: lowest compared OMol25 entry of this formula, charge and spin) (eV): 2.515
Charge: 0

Atoms and positions in Å:
O1 1.40715 -0.39425 -1.28587
C1 0.19947 -0.81888 -0.70696
C2 -0.92092 0.36434 -0.72666
N1 -0.31948 1.57145 -0.23816
C3 0.00505 1.43864 0.99638
O2 -0.16676 0.30466 1.67609
C4 0.30265 -1.11279 0.75812
H1 1.38865 0.57024 -1.18366
H2 -0.23758 -1.61677 -1.32622
H3 -1.74546 0.02720 -0.07342
H4 -1.24633 0.48110 -1.75866
H5 0.50334 2.28698 1.49419
H6 -0.40382 -1.87588 1.09649
H7 1.28872 -1.17652 1.19879

natural (NBO) atomic charge list, values in e, 6 entries: -0.71 0.02 -0.26 -0.53 0.40 -0.57

***

[7]
This record from OMol25 describes a 3-piece molecular cluster, C3H14NO2S overall. The level of theory is ωB97M-V/def2-TZVPD.

Values from the calculation:
HOMO-LUMO gap (alpha / beta) (eV): 3.37 / 9.47
HOMO energy (alpha / beta) (eV): -3.1 / -9.3
Relative energy (zero: lowest compared OMol25 entry of this formula, charge and spin) (eV): 0.055
Charge: 0
2S+1: 2

Atoms and positions in Å:
C1 1.35542 0.87396 0.04377
C2 0.72683 0.66749 -1.33175
C3 -0.71611 1.05554 -1.38818
S1 -1.50689 0.28745 -2.81861
N1 0.95462 -0.34989 0.97540
H1 2.43720 1.01637 0.11057
H2 0.89626 1.79540 0.43067
H3 1.03547 -0.28558 -1.73100
H4 1.33406 1.22674 -2.10992
H5 -1.02494 2.11827 -1.56949
H6 -1.08668 0.86508 -0.41228
H7 -1.18519 -1.04115 -2.56055
H8 0.33660 -1.01885 0.51022
H9 1.66368 -0.97126 1.26880
H10 0.45718 0.00420 1.63221
H11 -0.43062 -3.23343 1.13720
H12 -0.68169 -3.10687 -0.31355
O1 -0.38824 -2.46560 0.41540
H13 -1.42991 1.61861 2.74207
H14 -1.71388 0.19690 2.27451
O2 -1.03317 0.74660 2.69450

natural (NBO) atomic charge list, values in e, 6 entries: -0.23 -0.47 -0.54 -0.04 -0.76 0.23

***

[8]
This record from OMol25 describes C4H11N5 as an isolated structure. The level of theory is ωB97M-V/def2-TZVPD.

Values from the calculation:
HOMO-LUMO gap (eV): 9.10
HOMO energy (eV): -8.4
Relative energy (zero: lowest compared OMol25 entry of this formula, charge and spin) (eV): 8.897
Charge: 0

Atoms and positions in Å:
C1 2.66998 -0.40328 2.07938
C2 -0.14992 -0.09026 0.15983
C3 -2.40716 -0.24048 -0.63614
C4 -1.72917 0.63529 -1.74726
H1 2.43904 -1.27262 1.50664
H2 3.89941 -0.15084 1.83185
H3 2.35848 -0.55345 3.10670
H4 1.18539 0.91852 2.63817
H5 0.05756 -1.15796 1.97419
H6 -3.11906 -1.34473 -0.82860
H7 -3.05890 0.53577 0.18279
H8 -2.21479 1.01125 -2.67332
H9 -1.36306 1.65905 -1.32766
H10 -0.13380 0.50706 -3.04858
H11 1.27110 0.71655 -1.06156
N1 1.72606 0.52238 1.52964
N2 0.63504 -0.62592 1.10662
N3 -1.22498 -0.63281 0.21134
N4 -0.31873 -0.03647 -2.16135
N5 0.37923 0.73335 -0.89133

natural (NBO) atomic charge list, values in e, 6 entries: -0.45 0.52 -0.25 -0.31 0.23 0.19

***

[9]
This record from OMol25 describes C20H35Cl2IN3RbS2Sb as an isolated structure. The level of theory is ωB97M-V/def2-TZVPD.

Values from the calculation:
HOMO-LUMO gap (eV): 7.30
HOMO energy (eV): -9.6
Relative energy (zero: lowest compared OMol25 entry of this formula, charge and spin) (eV): 0.985
Charge: +1

Atoms and positions in Å:
Rb1 0.84030 0.76119 2.91208
Cl1 0.17137 3.83415 4.52367
C1 -0.99101 3.35222 5.78252
Cl2 -1.64373 1.71377 5.45229
H1 -1.86355 4.05329 5.78479
H2 -0.47556 3.34743 6.75303
I1 1.78537 -5.88113 2.93855
C2 2.54547 -3.99167 3.35423
C3 3.95223 -3.82315 3.17962
C4 4.53679 -2.67674 3.66598
C5 3.74242 -1.64120 4.09421
N1 2.39887 -1.68696 4.05075
C6 1.81850 -2.84924 3.76319
H3 4.49856 -4.63123 2.73779
H4 5.63187 -2.55616 3.69994
H5 4.20824 -0.76949 4.55553
H6 0.75123 -2.95738 3.91001
C7 0.32208 -5.85052 -2.96480
C8 1.36791 -5.20303 -2.09180
C9 2.64512 -5.73165 -1.88617
C10 3.64292 -4.97138 -1.26851
N2 3.39192 -3.73029 -0.82970
C11 2.15306 -3.23462 -0.94332
S1 1.69367 -1.75731 -0.23769
N3 1.18203 -3.96235 -1.56471
C12 5.05062 -5.46382 -1.21344
H7 0.83714 -6.57687 -3.59170
H8 -0.12643 -5.10073 -3.66868
H9 -0.45243 -6.36938 -2.42808
H10 2.86707 -6.70520 -2.26428
H11 0.24519 -3.57235 -1.51898
H12 5.58895 -4.97963 -0.40475
H13 5.59112 -5.28027 -2.16458
H14 5.02946 -6.56365 -1.05445
C13 -1.24656 -0.53189 -4.73480
S2 -0.93684 0.40292 -3.23265
C14 0.82630 0.33157 -3.04530
H15 -1.00272 0.11860 -5.58827
H16 -2.27933 -0.83311 -4.69883
H17 -0.63113 -1.43047 -4.77600
H18 1.24684 -0.09315 -3.96467
H19 1.08093 -0.29031 -2.16274
H20 1.14340 1.36365 -2.89158
C15 -3.60595 6.67479 0.73813
C16 -3.18520 5.49621 1.58431
Sb1 -2.18244 3.84899 0.38499
C17 -1.31557 5.12220 -1.19812
C18 -2.17490 5.00868 -2.45642
C19 -3.78917 2.71898 -0.55379
C20 -5.05093 2.70687 0.35037
H21 -4.46626 7.14930 1.21379
H22 -3.90420 6.38896 -0.27740
H23 -2.82085 7.44602 0.64207
H24 -4.03243 4.99160 2.07116
H25 -2.50082 5.79663 2.39124
H26 -0.23519 4.84971 -1.33241
H27 -1.42758 6.11605 -0.73477
H28 -2.50768 4.00545 -2.69520
H29 -1.56579 5.48558 -3.27336
H30 -3.08013 5.64830 -2.27141
H31 -3.36053 1.71119 -0.73265
H32 -3.95848 3.17352 -1.57586
H33 -4.69814 2.76390 1.40906
H34 -5.59215 1.74227 0.25651
H35 -5.68330 3.57238 0.09203

natural (NBO) atomic charge list, values in e, 6 entries: 0.95 -0.04 -0.39 -0.05 0.25 0.24

***

[10]
This record from OMol25 describes the molecule C3H6O2. The level of theory is ωB97M-V/def2-TZVPD.

Values from the calculation:
SMILES string: O[C@@H]1C[C@@H]1O
HOMO-LUMO gap (eV): 9.39
HOMO energy (eV): -8.6
Relative energy (zero: lowest compared OMol25 entry of this formula, charge and spin) (eV): 2.763
Charge: 0

Atoms and positions in Å:
O1 0.65307 1.22162 -1.26670
C1 -0.34765 0.35581 -0.88101
C2 -0.78519 0.23892 0.68784
C3 0.01281 -0.78845 -0.02652
O2 1.39482 -0.80312 0.22653
H1 1.45578 0.86236 -0.84288
H2 -1.35665 0.55942 -1.14023
H3 -0.31010 0.97787 1.31246
H4 -1.81288 -0.02934 0.98261
H5 -0.42952 -1.76109 -0.20844
H6 1.50836 -0.83245 1.18499

natural (NBO) atomic charge list, values in e, 6 entries: -0.68 0.07 -0.52 0.04 -0.72 0.49

***

[11]
This record from OMol25 describes the molecule C7H8N4S. The level of theory is ωB97M-V/def2-TZVPD.

Values from the calculation:
SMILES string: CSc1nc(N)cn2ccnc12
HOMO-LUMO gap (eV): 8.44
HOMO energy (eV): -7.9
Relative energy (zero: lowest compared OMol25 entry of this formula, charge and spin) (eV): 0.311
Charge: 0

Atoms and positions in Å:
C1 -1.70239 -2.77534 -0.77278
S1 -2.28939 -1.08058 -1.00617
C2 -1.04545 -0.14863 -0.28067
N1 0.03823 -0.73696 0.19492
C3 1.05023 0.08586 0.60507
N2 2.26102 -0.52282 0.89170
C4 0.95526 1.42436 0.61331
N3 -0.15782 1.99011 0.12894
C5 -0.47051 3.31561 -0.07034
C6 -1.75123 3.24815 -0.54901
N4 -2.20322 2.02636 -0.81908
C7 -1.19906 1.27373 -0.36610
H1 -0.74019 -3.10882 -1.04860
H2 -2.32235 -3.26739 -1.55504
H3 -2.20719 -3.08530 0.13378
H4 2.52896 -0.35855 1.86335
H5 1.99374 -1.47530 0.80039
H6 1.80412 2.07156 0.71417
H7 0.30180 4.11246 0.23612
H8 -2.44611 4.09581 -0.65600

natural (NBO) atomic charge list, values in e, 6 entries: -0.75 0.34 0.07 -0.50 0.32 -0.80

***

[12]
This record from OMol25 describes the molecule C5H8N2O2. The level of theory is ωB97M-V/def2-TZVPD.

Values from the calculation:
SMILES string: C=C/C(N)=C(\O)C(N)=O
HOMO-LUMO gap (eV): 8.71
HOMO energy (eV): -8.1
Relative energy (zero: lowest compared OMol25 entry of this formula, charge and spin) (eV): 2.291
Charge: 0

Atoms and positions in Å:
C1 -0.07168 2.15388 -1.62014
C2 -0.63735 0.95291 -1.58157
C3 -0.13774 -0.29759 -0.84712
N1 -0.63809 -1.45742 -1.33050
C4 -0.01107 0.00298 0.47962
O1 0.41525 1.22236 0.99870
C5 0.24031 -1.19056 1.34785
N2 0.86331 -0.89125 2.52912
O2 -0.14503 -2.33495 1.12625
H1 0.66607 2.45448 -0.89777
H2 -0.37804 2.88916 -2.34651
H3 -1.38695 0.70941 -2.32732
H4 -0.68108 -2.24316 -0.68579
H5 -0.50813 -1.68101 -2.30233
H6 -0.14066 1.43427 1.75901
H7 1.41822 -0.05349 2.59062
H8 1.13265 -1.67002 3.10789

natural (NBO) atomic charge list, values in e, 6 entries: -0.37 -0.22 0.17 -0.79 0.07 -0.70

***

no.,F_max (eV Å⁻¹)
1,1.1
2,1.3
3,5.6
4,4.5
5,4.0
6,2.1
7,8.0
8,8.2
9,2.1
10,2.4
11,3.4
12,5.4